(1)
Molecular formula: C2H2N4
Method: DFT, the ωB97M-V functional and the def2-TZVPD basis

```
8
Properties=species:S:1:pos:R:3:forces:R:3
C -0.3211 1.0516 -0.2460 1.0496 2.7143 -0.4160
N 0.7890 1.4850 -0.6505 0.4293 -1.1592 -0.0031
N 1.8556 -0.6327 0.0399 -1.3582 -0.7477 0.2606
N 0.8181 -1.1233 0.1972 1.7739 0.7127 -0.4465
C -0.4942 -1.1138 0.2032 -0.9356 0.8747 0.4761
N -1.0709 0.1461 0.3027 -0.0852 -2.0683 0.4804
H -0.5367 2.2074 -0.2646 -0.9644 -0.4089 -0.0599
H -1.0399 -2.0203 0.4181 0.0905 0.0824 -0.2916
```
Forces are in eV/Å.

Values from the calculation:
HOMO level (spin up / spin down), eV: -8.3916 / -8.0385
Orbital gap (spin up / spin down), eV: 7.7 / 6.4
Spin multiplicity: 1
ΔE to the lowest compared entry with this formula, charge and spin, eV: 5.704
LUMO level (spin up / spin down), Ha: -0.026 / -0.061
Total charge: 0

(2)
Molecular formula: C5H9NO
Method: DFT, the ωB97M-V functional and the def2-TZVPD basis

```
16
Properties=species:S:1:pos:R:3:forces:R:3
C 0.2935 0.2945 1.4492 -0.0624 0.0255 -0.0065
C 0.7664 1.2215 0.6077 -0.3716 0.0266 0.3011
C 0.8851 1.1916 -0.8988 -0.1225 -0.1011 0.0839
C 1.0400 2.5125 1.1800 0.2695 1.1002 0.6076
N 1.1715 3.5709 1.6302 0.0170 -0.8431 -0.4084
H 0.2577 0.4377 2.5234 0.0543 0.4355 -0.1189
H -0.1127 -0.6435 1.1123 0.3795 -0.0019 -0.1743
H 1.8638 1.5880 -1.2084 -0.3124 -0.1749 0.0755
H 0.7333 0.1838 -1.2856 0.0928 0.1394 0.0848
H 0.1111 1.8444 -1.3212 0.1939 -0.0493 -0.0075
C -1.5513 -1.9883 -0.6430 -0.0595 -0.0408 -0.0435
O -0.1461 -1.8059 -0.4539 0.2136 0.2712 0.0367
H -1.8236 -2.2159 -1.6840 0.1725 -0.0370 0.2826
H -2.0154 -1.0166 -0.3790 0.4143 -0.4124 -0.2302
H -2.0193 -2.7205 0.0380 0.4799 -0.0077 -0.2825
H 0.5459 -2.4544 -0.6669 -1.3587 -0.3302 -0.2005
```
Forces are in eV/Å.

Values from the calculation:
HOMO level, eV: -9.7465
Orbital gap, eV: 10.2
Spin multiplicity: 1
ΔE to the lowest compared entry with this formula, charge and spin, eV: 2.506
LUMO level, Ha: 0.017
Total charge: 0
Structure (SMILES): C=C(C)C#N.CO

(3)
Molecular formula: C40H104N4O14
Method: DFT, the ωB97M-V functional and the def2-TZVPD basis

```
162
Properties=species:S:1:pos:R:3:forces:R:3
C -11.1763 -6.2836 -12.9096 -0.2964 -0.0996 -0.5651
O -11.1152 -5.8957 -14.2536 0.1821 0.5717 -1.5284
H -12.1871 -6.0161 -12.6017 0.0914 -0.1517 0.7602
H -11.0258 -7.3615 -12.8497 0.1009 0.0603 0.5951
H -10.4105 -5.6979 -12.4010 -0.1388 -0.3205 0.4857
H -11.0393 -6.6366 -14.8593 0.0064 -0.0912 0.2212
C -20.5991 -6.2726 -10.3313 -0.2760 -0.0969 -1.7914
O -20.6140 -7.6107 -9.8907 0.4372 -0.0305 0.7706
H -21.6272 -5.9649 -10.5224 -0.0786 0.5960 0.5273
H -19.9882 -5.5604 -9.7766 -0.2465 -0.1552 0.4432
H -20.1844 -6.2985 -11.3390 0.2844 -0.0174 -0.0312
H -20.8152 -7.5678 -8.9529 -0.0801 -0.3084 0.1236
C -15.0929 -3.1685 -13.9965 -0.6930 0.0369 0.2360
O -14.5072 -3.2979 -15.2846 0.0491 -0.0270 0.7223
H -14.4493 -3.0194 -13.1296 0.8409 0.2823 -0.3511
H -15.7678 -2.3133 -14.0315 -0.0141 -0.0818 -0.0747
H -15.6609 -4.0465 -13.6890 -0.3538 -0.1914 -0.3887
H -14.0413 -4.1372 -15.2955 0.2057 -0.0374 -0.1360
C -24.2121 -10.1156 -19.6538 -0.9516 0.5471 0.8082
O -23.9046 -10.2550 -18.2872 0.5699 -0.5506 1.0350
H -24.4565 -9.0610 -19.7809 0.5705 0.1029 -1.0003
H -23.3808 -10.5338 -20.2214 -0.2370 0.3925 -0.2523
H -25.1582 -10.6215 -19.8463 0.0879 -0.4375 -0.4130
H -24.2392 -9.5143 -17.7763 -0.0417 -0.0722 -0.1787
O -15.8213 -4.0778 -9.2854 -0.1814 -0.2401 0.0471
H -14.8753 -4.2224 -9.3061 0.2590 -0.0732 -0.0099
H -15.9212 -3.1302 -9.3770 -0.0896 0.2491 -0.0047
O -13.3854 -19.3484 -13.7666 0.1834 -0.0043 -0.1222
H -13.7532 -18.5904 -13.3123 -0.0621 0.2249 0.0921
H -13.9684 -20.0720 -13.5371 -0.1229 -0.2183 0.0288
O -22.7244 -11.6898 -10.1906 -0.1296 0.0593 -0.1525
H -21.9638 -11.3007 -9.7590 0.2013 0.1848 0.0615
H -22.8213 -12.5482 -9.7783 -0.0692 -0.2294 0.0773
O -17.3852 -6.9730 -7.0328 -0.0762 -0.0711 0.2632
H -16.9105 -6.2803 -7.4923 0.1407 0.2976 -0.1529
H -17.6619 -7.5738 -7.7246 -0.0788 -0.1677 -0.1911
O -10.9875 -9.9923 -16.6735 0.0295 0.2605 -0.1027
H -11.7697 -10.4570 -16.3759 -0.2717 -0.1155 0.0887
H -10.2573 -10.5069 -16.3295 0.2118 -0.1198 0.0650
O -10.7824 -11.4343 -9.3736 0.0565 0.1089 -0.1998
H -10.8915 -11.0774 -8.4921 -0.0022 0.1334 0.2197
H -11.1264 -12.3257 -9.3159 -0.0607 -0.2428 -0.0227
C -22.0884 -2.3682 -21.5316 -0.9369 -0.7861 0.1946
C -20.8102 -2.8954 -20.9388 2.0365 0.4562 -0.4097
C -20.3152 -1.6777 -20.0188 1.3286 -2.1865 0.0054
C -19.1343 -2.0792 -19.1027 -0.7280 -0.8432 0.5041
C -19.5504 -3.2868 -18.2933 -1.2024 -1.8349 -0.5439
C -20.0817 -4.5879 -19.1409 0.6464 0.4092 -0.2565
N -21.0463 -4.1265 -20.1955 -0.4166 1.5581 3.0951
O -21.6869 -5.1069 -20.9714 0.6194 -0.2382 0.2857
C -18.8716 -5.3171 -19.7354 0.9812 -0.6320 0.4000
C -20.7442 -5.5614 -18.1149 -0.0815 0.6292 -0.2891
C -19.7270 -3.2584 -22.0188 0.0300 -0.4287 -0.1832
H -22.7476 -1.9843 -20.7530 0.2916 0.5661 0.2124
H -22.7043 -3.2074 -21.8547 0.2728 0.1393 -1.0500
H -21.8723 -1.6059 -22.2801 -0.3238 -0.2081 -0.0928
H -19.9391 -0.8496 -20.6196 -0.7462 0.0639 -0.3221
H -21.1835 -1.4525 -19.3996 0.2100 0.4962 0.0518
H -18.9010 -1.2892 -18.3889 0.0532 0.2282 -0.1362
H -18.1901 -2.3921 -19.5484 -0.0846 0.5440 -0.7990
H -20.3602 -3.0400 -17.6067 -0.1530 0.1183 0.0385
H -18.7307 -3.6681 -17.6843 0.0728 -0.0394 0.0133
H -19.0944 -6.1769 -20.3673 -0.5491 0.4068 -0.5497
H -18.1052 -4.6921 -20.1939 -0.3423 0.1978 -0.3420
H -18.3007 -5.8485 -18.9740 -0.0686 0.2506 0.7076
H -20.5949 -6.6266 -18.2915 -0.0788 0.0700 -0.5662
H -20.3045 -5.4070 -17.1295 -0.0224 0.2466 0.0605
H -21.8108 -5.3432 -18.0615 -0.0446 -0.0649 0.1577
H -20.0318 -3.1243 -23.0567 0.0606 0.7666 0.0249
H -19.4981 -4.3241 -22.0225 -0.4430 -0.1616 0.3105
H -18.7404 -2.8532 -21.7940 -0.1260 0.6360 -0.2728
H -22.5388 -5.1201 -20.5291 -0.2491 -0.3692 -0.2411
C -14.7896 -14.2077 -24.6288 1.1841 -0.4989 -1.8957
C -15.5688 -12.9444 -24.5487 -1.7065 0.8582 0.6819
C -16.7550 -13.2856 -23.5492 0.7038 1.7587 1.4958
C -16.3269 -13.1601 -22.0334 0.5056 0.1058 -1.6073
C -15.5530 -11.8365 -21.8003 0.3228 -1.0521 -0.5319
C -14.3284 -11.6220 -22.7405 1.2053 -0.0674 1.3430
N -14.7380 -11.7801 -24.1279 -1.3038 0.9686 0.8199
O -13.6590 -11.5121 -25.0064 0.2243 -1.0524 -0.0080
C -13.7551 -10.1866 -22.4950 -0.7929 0.3507 -0.9694
C -13.1218 -12.5340 -22.3135 -0.3729 -0.3633 0.2742
C -16.2691 -12.4648 -25.8828 0.0946 -1.2186 0.7115
H -14.2485 -14.6041 -23.7696 -0.6708 0.3423 0.4343
H -13.9846 -13.9837 -25.3287 0.1622 -0.4512 -0.3964
H -15.4505 -14.9596 -25.0602 0.2929 -0.3003 0.0055
H -17.5524 -12.5501 -23.6554 -0.0528 0.2480 -0.2068
H -17.2370 -14.2406 -23.7581 0.4830 -0.1450 -0.2330
H -15.6378 -13.9493 -21.7325 -0.0278 -0.3182 -0.2272
H -17.2010 -13.2836 -21.3940 -0.0188 0.3321 0.0512
H -15.1000 -12.0012 -20.8227 -0.2328 0.8767 0.3328
H -16.1962 -10.9611 -21.8909 -0.0496 0.0076 0.3549
H -13.7772 -9.7986 -21.4766 0.1828 -0.7608 0.3017
H -12.7490 -10.1002 -22.9052 0.0465 -0.0713 0.1719
H -14.3575 -9.4395 -23.0117 -0.2283 -0.0246 -0.3816
H -12.3689 -12.5739 -23.1007 -0.1876 -0.1899 -0.1208
H -12.5947 -12.1886 -21.4241 -0.1616 0.6463 0.0264
H -13.4190 -13.5294 -21.9835 -0.1346 -0.2776 -0.5564
H -17.0283 -13.1717 -26.2175 0.3686 -0.7162 -0.1193
H -15.5362 -12.3233 -26.6771 -0.1942 0.3111 0.0259
H -16.9370 -11.6250 -25.6910 0.7794 0.5842 0.1465
H -13.7521 -10.6032 -25.3009 -0.4215 0.1197 0.0877
C -27.4158 -16.6137 -15.8551 0.1464 1.0112 0.8961
C -26.3385 -16.2446 -16.8890 1.4993 -0.3632 -2.2506
C -25.7277 -17.4824 -17.6042 -0.6905 -1.7049 -0.0112
C -26.6566 -18.2603 -18.5811 0.9416 2.3612 0.0164
C -27.1270 -17.3020 -19.6894 -0.4776 0.4488 0.8360
C -27.8025 -15.9924 -19.1100 -0.9179 -1.8106 -0.6861
N -26.9157 -15.4544 -18.0624 1.4269 -2.3790 -0.6534
O -27.1090 -14.1312 -17.8633 -0.1024 1.8670 0.7128
C -28.1021 -15.0595 -20.3234 0.6260 0.1602 0.6093
C -29.1620 -16.4065 -18.5529 -1.0619 0.0220 0.9960
C -25.0109 -15.5385 -16.2657 -2.4784 0.7678 -0.3404
H -28.0055 -17.5072 -16.0600 0.2338 0.0633 -0.1728
H -28.0973 -15.7756 -15.7090 -0.3024 0.1144 -0.6541
H -27.0661 -16.6554 -14.8236 0.6911 -0.6179 -0.0327
H -24.7820 -17.3437 -18.1281 -0.0107 0.8493 0.1493
H -25.5179 -18.2643 -16.8743 0.3167 0.2316 0.6125
H -27.4377 -18.6194 -17.9110 -0.2785 -0.7004 -0.8360
H -26.0157 -18.9699 -19.1044 -0.4564 -0.7563 0.5378
H -27.7766 -17.8696 -20.3555 -0.4706 0.3607 -0.0596
H -26.2912 -16.9818 -20.3115 0.3321 -0.0486 0.1526
H -28.7426 -14.2091 -20.0897 0.3566 0.1776 0.4051
H -27.1617 -14.7316 -20.7665 -0.0148 0.2625 -0.0725
H -28.6725 -15.5668 -21.1014 0.2242 -0.5685 0.1623
H -29.0833 -17.2501 -17.8671 -0.0149 -0.1315 -0.2084
H -29.6603 -15.6417 -17.9572 0.4511 0.5052 0.1930
H -29.9595 -16.6206 -19.2645 0.4405 -0.3607 -0.5757
H -25.3832 -14.5854 -15.8901 0.1679 -0.0011 0.7281
H -24.2319 -15.2105 -16.9539 -0.2156 -0.6612 -0.5439
H -24.5731 -16.1558 -15.4814 -0.2434 0.0380 -0.0274
H -26.3054 -13.8019 -18.2724 -0.1069 0.8836 0.1213
C -15.9330 -9.3853 -15.0988 0.3110 0.2368 0.5726
C -16.4624 -10.2224 -13.9369 0.5363 1.0548 1.1479
C -17.9873 -10.3716 -14.0542 -0.9513 -1.4948 -1.7525
C -18.4285 -11.3733 -15.1926 0.6521 2.4136 -0.2300
C -17.8788 -12.7352 -15.0163 0.4081 0.1154 1.4781
C -16.4040 -12.8122 -14.3888 0.9148 1.1190 0.4721
N -15.7393 -11.4982 -13.9454 -2.2987 -0.3865 0.0289
O -14.3704 -11.5303 -13.5359 -1.3238 0.0746 -0.9180
C -16.4398 -13.7047 -13.1658 0.1028 -1.3722 0.4262
C -15.4508 -13.3439 -15.4457 -0.1120 -0.4490 -0.9384
C -16.2494 -9.3954 -12.6362 0.5910 -0.2502 -0.1829
H -14.9035 -9.0717 -14.9258 0.3165 -0.5224 0.1310
H -16.4298 -8.4152 -15.0988 -0.5596 -0.1685 -0.8484
H -15.9481 -10.0432 -15.9677 -0.2993 0.7465 -0.4383
H -18.5512 -10.6871 -13.1764 0.7050 -0.3685 0.5860
H -18.4821 -9.4218 -14.2572 0.5520 0.3446 -0.2271
H -18.0794 -11.0816 -16.1832 0.1130 0.8970 0.0279
H -19.5142 -11.3278 -15.2784 -0.0751 -0.3815 0.1467
H -17.9537 -13.2006 -15.9991 0.3206 -0.5922 0.3497
H -18.5854 -13.1670 -14.3075 0.3701 -0.8769 0.0050
H -17.1573 -13.5393 -12.3620 -0.5365 0.7296 -0.4635
H -16.6470 -14.7205 -13.5023 0.0626 -0.2892 0.0265
H -15.5076 -13.7446 -12.6024 0.4452 0.0591 -0.4633
H -15.9114 -14.1173 -16.0603 0.0536 -0.6496 0.4676
H -15.2646 -12.5993 -16.2197 0.1229 0.4820 0.2992
H -14.4894 -13.6645 -15.0444 -0.1249 -0.0510 0.0017
H -16.6321 -9.8894 -11.7431 -0.0587 -0.1311 -0.0413
H -16.7148 -8.4124 -12.7089 -0.2487 -0.0709 -0.1349
H -15.1881 -9.1885 -12.4989 0.1355 -0.1261 0.0996
H -14.3852 -11.6173 -12.5800 -0.0981 -0.0617 0.3470
```
Forces are in eV/Å.

Values from the calculation:
HOMO level, eV: -7.8513
Orbital gap, eV: 7.9
Spin multiplicity: 1
ΔE to the lowest compared entry with this formula, charge and spin, eV: 4.561
LUMO level, Ha: 0.001
Total charge: 0

(4)
Molecular formula: C3H8N4
Method: DFT, the ωB97M-V functional and the def2-TZVPD basis

```
15
Properties=species:S:1:pos:R:3:forces:R:3
H -3.7002 -0.8863 -0.5085 1.3695 1.2288 0.4657
N -2.6788 -0.6639 -0.4000 -0.2454 -1.1461 -0.0906
C -2.2349 0.3609 0.1932 -0.6773 1.2836 0.1008
N -0.8271 0.6295 0.3186 -4.5189 2.5348 -0.1672
C -0.0666 -0.3283 0.2384 3.9679 -2.9282 -0.6297
N 1.2571 -0.0541 -0.1494 0.3060 -1.8566 -0.1978
C 2.2756 -1.0989 0.1025 -0.5416 -1.1597 -1.2091
N 1.8151 1.2491 -0.2810 -2.2367 0.9522 2.9798
H -2.9022 1.2346 0.4980 0.9782 -1.0975 0.0203
H -0.3347 -1.4467 0.4342 0.5570 1.9339 -0.6154
H 1.7274 -2.0955 -0.3566 1.6412 2.0698 1.9130
H 3.2440 -0.9876 -0.5815 -2.1878 0.1805 1.7953
H 2.4627 -1.0319 1.2473 0.3145 -0.9819 -2.0195
H 1.4299 1.7508 0.6325 1.2376 -0.8324 -2.1704
H 1.2641 1.7363 -0.9872 0.0357 -0.1813 -0.1753
```
Forces are in eV/Å.

Values from the calculation:
HOMO level, eV: -8.8045
Orbital gap, eV: 9.8
Spin multiplicity: 1
ΔE to the lowest compared entry with this formula, charge and spin, eV: 3.418
LUMO level, Ha: 0.036
Total charge: 0
Structure (SMILES): [H]/N=C/N=C/N(C)N

(5)
Molecular formula: HO5PS
Method: DFT, the ωB97M-V functional and the def2-TZVPD basis

```
8
Properties=species:S:1:pos:R:3:forces:R:3
O 1.0314 -1.4619 1.7604 -0.4971 -0.5455 0.7226
O 1.6971 0.6415 0.7125 0.4606 0.5686 0.2288
O 0.4899 -1.0301 -0.5887 -0.5415 -0.1155 -0.1268
O -0.7160 0.2044 0.8876 0.6557 -1.2755 0.3418
O -0.7959 0.9012 -1.5067 1.0465 -1.2202 -0.1845
P -1.0629 -0.4371 -0.6400 -1.0581 0.7421 -0.7825
S 0.7844 -0.4175 0.8582 0.8660 1.1122 -0.2302
H -1.4281 1.5995 -1.4831 -0.9321 0.7337 0.0310
```
Forces are in eV/Å.

Values from the calculation:
HOMO level, eV: -11.2068
Orbital gap, eV: 11.4
Spin multiplicity: 1
ΔE to the lowest compared entry with this formula, charge and spin, eV: 0.177
LUMO level, Ha: 0.009
Total charge: 0